Entry 1:
The following is a quantum chemistry calculation of a structure of composition C40H86AsF6N2O14S7, from the OMol25 dataset.

```
156
Properties=species:S:1:pos:R:3:mulliken_charge:R:1
As 0.16 -0.46 -0.17 2.274
F 1.29 0.23 0.86 -0.390
F 1.45 -0.84 -1.23 -0.677
F -0.94 -1.05 -1.36 -0.708
F -1.14 -0.16 0.90 -0.626
F -0.02 1.11 -0.85 -0.101
F 0.40 -2.00 0.54 -0.707
C 2.87 1.59 -5.26 -1.915
C 1.80 0.84 -4.54 0.782
N 0.50 1.05 -5.17 0.119
C 0.13 2.45 -5.18 -1.297
C -0.10 3.11 -3.83 0.325
C -0.55 0.23 -4.53 0.531
C -0.43 -1.27 -4.85 -1.380
H 3.87 1.27 -4.95 0.452
H 2.85 2.66 -5.02 0.313
H 2.82 1.48 -6.35 0.406
H 2.04 -0.22 -4.61 0.332
H 1.78 1.14 -3.48 -0.289
H 0.88 3.03 -5.71 0.400
H -0.78 2.57 -5.78 0.436
H -0.81 2.61 -3.18 -0.374
H 0.84 3.15 -3.27 -0.327
H -0.40 4.15 -3.96 0.666
H -1.53 0.59 -4.86 0.302
H -0.54 0.34 -3.42 -0.340
H -1.26 -1.81 -4.38 0.365
H 0.52 -1.73 -4.57 0.034
H -0.51 -1.41 -5.93 0.442
C -3.89 1.99 4.36 -1.596
C -3.96 1.37 3.04 0.576
N -4.28 -0.06 3.09 0.833
C -5.56 -0.35 3.69 -0.345
C -5.80 -1.81 3.79 -1.373
C -4.09 -0.67 1.83 1.731
C -5.16 -0.37 0.78 -1.406
H -3.25 1.45 5.05 0.251
H -4.89 2.00 4.81 0.504
H -3.61 3.03 4.25 0.393
H -4.67 1.87 2.35 0.004
H -2.99 1.44 2.54 -0.248
H -5.58 0.09 4.68 0.489
H -6.37 0.18 3.14 0.376
H -5.64 -2.33 2.85 0.137
H -5.20 -2.23 4.59 0.318
H -6.86 -1.97 4.03 0.425
H -3.88 -1.74 1.88 0.781
H -3.12 -0.33 1.43 -2.686
H -5.57 0.65 0.83 0.278
H -6.08 -0.96 0.96 0.509
H -4.86 -0.61 -0.24 0.311
C 1.52 -5.00 -1.41 0.866
C 1.48 -5.04 -2.95 -0.587
C 2.59 -5.97 -3.46 -0.922
S 3.88 -5.83 -2.20 1.199
O 4.90 -4.96 -2.73 -0.666
O 4.22 -7.13 -1.72 -0.688
C 2.93 -4.84 -0.99 -0.644
H 0.97 -5.83 -0.97 0.462
H 0.93 -4.10 -1.21 -1.007
H 1.64 -4.06 -3.41 0.034
H 0.48 -5.36 -3.27 0.465
H 3.03 -5.60 -4.38 0.443
H 2.30 -7.01 -3.54 0.352
H 3.28 -3.83 -1.18 0.173
H 3.24 -5.22 -0.03 0.561
C 3.79 3.42 -1.84 0.107
C 5.01 4.25 -1.46 -0.730
C 5.03 4.31 0.04 -0.869
S 4.53 2.67 0.58 0.996
O 3.61 2.74 1.66 -0.419
O 5.73 1.88 0.74 -0.703
C 3.69 2.20 -0.95 0.216
H 3.68 3.15 -2.88 -0.155
H 2.93 4.07 -1.64 0.034
H 5.06 5.23 -1.92 0.394
H 5.90 3.69 -1.80 0.313
H 4.14 4.86 0.39 0.256
H 5.92 4.66 0.54 0.511
H 2.67 1.92 -0.69 -0.886
H 4.26 1.33 -1.28 0.834
C 0.52 -2.34 4.71 -1.117
C -0.55 -1.43 4.03 0.351
C -0.23 0.02 4.34 0.764
S 1.44 0.06 5.08 0.960
O 1.36 0.09 6.51 -0.770
O 2.25 0.99 4.36 -0.340
C 1.83 -1.62 4.61 -0.090
H 0.61 -3.34 4.29 0.399
H 0.23 -2.52 5.76 0.342
H -1.56 -1.69 4.34 0.224
H -0.52 -1.64 2.96 -0.548
H -0.90 0.52 5.03 0.474
H -0.05 0.56 3.42 -1.050
H 2.68 -1.94 5.21 0.673
H 2.22 -1.62 3.58 -0.344
C -5.28 1.83 -2.22 -0.638
C -3.79 1.47 -2.36 -0.116
C -3.08 2.07 -1.16 2.685
S -3.87 3.63 -0.83 1.216
O -3.20 4.69 -1.55 -0.753
O -4.18 3.76 0.55 -0.621
C -5.38 3.23 -1.74 -0.937
H -5.73 1.12 -1.52 0.042
H -5.78 1.71 -3.17 0.495
H -3.35 1.91 -3.25 0.318
H -3.64 0.39 -2.32 0.030
H -2.00 2.23 -1.17 -0.929
H -3.23 1.42 -0.29 -1.536
H -5.36 3.89 -2.61 0.372
H -6.22 3.52 -1.12 0.490
C 0.46 4.13 0.51 0.472
C 0.29 5.63 0.87 -0.941
C 0.40 5.71 2.40 -0.926
S -0.04 4.07 3.06 1.194
O -1.21 4.16 3.87 -0.708
O 1.15 3.43 3.54 -0.520
C -0.41 3.33 1.47 0.814
H 1.48 3.79 0.73 -0.303
H 0.29 3.88 -0.54 -0.022
H -0.69 5.98 0.55 0.339
H 1.11 6.20 0.43 0.403
H -0.26 6.43 2.87 0.458
H 1.39 5.98 2.76 0.383
H -1.49 3.43 1.27 -0.268
H -0.12 2.28 1.47 -0.692
C -2.93 -3.03 -0.57 1.100
C -4.11 -3.75 -0.04 -0.355
C -4.60 -4.59 -1.19 -0.922
S -3.07 -5.39 -1.71 1.244
O -3.08 -5.55 -3.15 -0.705
O -2.78 -6.52 -0.87 -0.685
C -2.02 -4.03 -1.20 -0.172
H -2.42 -2.39 0.14 -1.040
H -3.21 -2.31 -1.35 -0.186
H -4.87 -3.07 0.33 0.118
H -3.80 -4.39 0.78 0.355
H -4.80 -3.98 -2.06 0.338
H -5.37 -5.30 -0.91 0.511
H -1.39 -3.64 -1.99 0.276
H -1.34 -4.51 -0.49 0.103
C 7.09 -1.93 1.66 -0.754
C 5.88 -1.71 0.73 -0.447
C 4.66 -1.73 1.65 0.189
S 5.19 -0.88 3.15 1.015
O 5.00 -1.72 4.33 -0.699
O 4.67 0.44 3.13 -0.437
C 6.94 -0.84 2.68 -0.753
H 8.03 -1.70 1.17 0.396
H 7.03 -2.93 2.09 0.321
H 5.83 -2.54 0.03 0.392
H 6.01 -0.72 0.29 0.088
H 4.37 -2.74 1.93 0.491
H 3.84 -1.13 1.25 -0.523
H 7.55 -0.84 3.58 0.458
H 6.90 0.15 2.22 0.309
```

**LUMO energy**: 1.856 eV
**Energy**: -8360.9871 Ha
**Frontier orbital gap**: 8.324 eV
**Maximum force**: 2.26 eV/A
**Energy relative to the best compared isomer or geometry (same formula, charge and spin)**: 122.41 kJ/mol
**Charge**: -1
**Highest occupied orbital energy**: -6.5 eV

---

Entry 2:
The following is a quantum chemistry calculation of an isolated molecule of C3H7NO, from the OMol25 dataset.

```
12
Properties=species:S:1:pos:R:3:nbo_charge:R:1
C -0.84 -1.06 -0.49 -0.636
C 0.01 -0.61 0.73 -0.223
N 0.24 0.87 0.74 -0.655
C 0.98 1.41 -0.35 0.530
O 0.83 2.56 -0.74 -0.587
H -1.00 -2.12 -0.52 0.218
H -0.19 -0.73 -1.35 0.205
H -1.86 -0.60 -0.70 0.218
H -0.50 -0.85 1.85 0.215
H 1.04 -1.11 0.58 0.210
H -0.51 1.58 0.91 0.400
H 1.81 0.66 -0.65 0.105
```

**LUMO energy**: 0.981 eV
**Energy**: -248.4719 Ha
**SMILES string**: CCNC=O
**Frontier orbital gap**: 10.775 eV
**Maximum force**: 3.60 eV/A
**Energy relative to the best compared isomer or geometry (same formula, charge and spin)**: 143.31 kJ/mol
**Charge**: 0
**Highest occupied orbital energy**: -9.8 eV